Below is a molecular structure, C40H44GeN6ReTe, with properties calculated with wB97M-V/def2-TZVPD.

Properties
HOMO energy (spin up / spin down)	-6.2 / -6.4	eV
energy relative to the best compared isomer or geometry (same formula, charge and spin)	3.4141	eV

```
! RIJCOSX wB97M-V def2-TZVPD def2/J DEFGRID3
* xyz 0 2
Re 0.72 1.21 -1.08
C -4.28 -1.25 -4.65
C -2.97 -1.16 -3.93
C -2.70 -1.94 -2.80
C -1.52 -1.81 -2.10
C -0.53 -0.91 -2.49
N 0.66 -0.71 -1.75
C 1.50 -1.80 -1.64
C 1.32 -2.94 -2.45
C 2.13 -4.05 -2.37
C 3.23 -4.09 -1.52
C 4.15 -5.28 -1.46
C 3.47 -2.96 -0.76
C 2.63 -1.85 -0.80
N 3.02 -0.73 0.01
C 3.88 -0.74 1.04
C 4.17 0.57 1.36
C 3.43 1.32 0.45
N 2.72 0.53 -0.36
C -0.80 -0.15 -3.64
C -1.99 -0.26 -4.33
N 0.17 0.79 -4.11
C 0.35 1.25 -5.37
C 1.37 2.16 -5.34
C 1.77 2.21 -4.00
N 1.04 1.37 -3.27
H -4.76 -2.21 -4.47
H -4.97 -0.47 -4.31
H -4.16 -1.13 -5.72
H -3.45 -2.65 -2.46
H -1.34 -2.41 -1.22
H 0.50 -2.95 -3.15
H 1.92 -4.90 -3.02
H 3.66 -6.18 -1.82
H 5.04 -5.12 -2.08
H 4.50 -5.47 -0.44
H 4.35 -2.93 -0.14
H 4.22 -1.66 1.49
H 4.81 0.92 2.15
H 3.32 2.39 0.36
H -2.19 0.39 -5.17
H -0.23 0.87 -6.18
H 1.78 2.71 -6.17
H 2.55 2.78 -3.52
C 0.91 -0.70 3.39
Te -0.44 0.68 2.39
C 1.13 2.03 3.33
C 1.43 1.36 4.62
C 1.71 2.05 5.80
C 1.93 1.36 6.98
C 1.84 -0.03 7.01
C 1.53 -0.72 5.85
C 1.33 -0.03 4.65
H 1.72 -0.84 2.67
H 0.41 -1.66 3.55
H 0.80 3.06 3.43
H 1.96 1.97 2.62
H 1.77 3.13 5.79
H 2.16 1.90 7.89
H 2.00 -0.57 7.93
H 1.43 -1.80 5.87
C -0.92 -1.06 1.08
C -2.24 -1.63 1.41
C -2.38 -2.64 2.37
C -3.63 -3.15 2.71
C -4.77 -2.65 2.10
C -4.65 -1.65 1.14
C -3.41 -1.15 0.81
H -0.11 -1.78 1.20
H -0.89 -0.65 0.07
H -1.50 -3.04 2.85
H -3.71 -3.93 3.45
H -5.75 -3.04 2.36
H -5.54 -1.26 0.65
H -3.32 -0.38 0.04
C -3.29 2.76 0.65
Ge -1.72 3.41 -0.29
C -1.95 5.32 -0.62
C 0.85 4.15 0.56
C -1.03 2.37 -1.76
H -3.39 3.30 1.59
H -3.24 1.69 0.88
H -4.18 2.94 0.05
H -2.13 5.87 0.31
H -2.82 5.46 -1.27
H -1.08 5.73 -1.13
H 0.47 5.17 0.68
H 1.25 4.05 -0.46
H 1.69 4.03 1.26
H -0.78 3.06 -2.58
H -1.83 1.73 -2.16
N -0.21 3.19 0.90
C 0.13 1.85 0.62
*
```


Below is 7 unconnected molecules or ions with the total composition C40H44O4P, with properties calculated with wB97M-V/def2-TZVPD.

Properties
HOMO energy	-3.4	eV

```
! RIJCOSX wB97M-V def2-TZVPD def2/J DEFGRID3
* xyz -1 1
C 0.44 -2.74 -3.16
C 1.13 -2.62 -1.81
C 0.92 -3.83 -0.85
C 0.57 -5.10 -1.57
O -0.52 -5.40 -1.99
P 0.78 -1.17 -0.99
O 0.82 -1.18 0.51
O 1.76 0.04 -1.56
O -0.59 -0.49 -1.55
H 0.60 -1.82 -3.74
H -0.64 -2.92 -3.12
H 0.86 -3.56 -3.76
H 0.14 -3.67 -0.10
H 1.84 -4.03 -0.29
H 1.41 -5.82 -1.71
H 2.67 -0.24 -1.44
H -0.69 0.43 -1.28
C -3.40 0.15 3.60
C -2.19 0.02 2.93
C -2.03 -0.93 1.93
C -3.11 -1.74 1.60
C -4.32 -1.61 2.25
C -4.47 -0.67 3.26
H -3.51 0.89 4.38
H -1.35 0.66 3.19
H -1.09 -1.03 1.41
H -2.99 -2.48 0.81
H -5.16 -2.25 1.98
H -5.42 -0.56 3.77
C -6.49 -2.86 -1.87
C -7.85 -2.71 -2.11
C -8.55 -1.67 -1.53
C -7.89 -0.77 -0.70
C -6.53 -0.92 -0.46
C -5.83 -1.97 -1.04
H -5.95 -3.68 -2.33
H -8.37 -3.41 -2.76
H -9.61 -1.55 -1.72
H -8.43 0.05 -0.25
H -6.01 -0.22 0.19
H -4.77 -2.08 -0.85
C 5.41 -1.35 -1.76
C 4.50 -2.03 -2.55
C 4.87 -2.40 -3.84
C 6.14 -2.10 -4.33
C 7.04 -1.41 -3.53
C 6.68 -1.03 -2.24
H 5.13 -1.06 -0.75
H 3.50 -2.27 -2.19
H 4.16 -2.93 -4.46
H 6.42 -2.39 -5.33
H 8.03 -1.17 -3.90
H 7.39 -0.50 -1.62
C 0.39 1.92 -3.93
C -0.20 2.96 -3.22
C -1.02 3.88 -3.87
C -1.25 3.76 -5.23
C -0.66 2.72 -5.95
C 0.16 1.81 -5.29
H 1.02 1.21 -3.41
H -0.02 3.05 -2.16
H -1.48 4.68 -3.31
H -1.89 4.47 -5.74
H -0.85 2.62 -7.01
H 0.61 0.99 -5.85
C -2.30 3.20 5.89
C -2.22 4.57 5.67
C -3.16 5.42 6.21
C -4.20 4.91 6.99
C -4.28 3.54 7.21
C -3.33 2.69 6.67
H -1.57 2.53 5.47
H -1.41 4.96 5.06
H -3.10 6.49 6.03
H -4.94 5.58 7.41
H -5.09 3.14 7.81
H -3.40 1.62 6.84
C 7.87 -0.04 2.85
C 7.29 -0.11 1.59
C 6.82 1.04 0.97
C 6.92 2.26 1.61
C 7.51 2.34 2.87
C 7.98 1.19 3.49
H 8.23 -0.94 3.33
H 7.20 -1.07 1.09
H 6.36 0.98 -0.01
H 6.55 3.16 1.13
H 7.59 3.30 3.37
H 8.43 1.25 4.47
*
```


Below is a molecular structure, C40H45BBr2CaN11O3P2S in a non-equilibrium geometry, with properties calculated with wB97M-V/def2-TZVPD.

Properties
HOMO energy	-3.8	eV
energy relative to the best compared isomer or geometry (same formula, charge and spin)	0.0000	eV

```
! RIJCOSX wB97M-V def2-TZVPD def2/J DEFGRID3
* xyz -1 1
Ca 0.52 -0.03 -0.12
Br -3.77 3.73 4.04
C -2.61 2.63 3.00
C -3.19 1.69 2.12
C -2.31 0.96 1.36
N -0.98 1.02 1.43
C -0.41 1.95 2.29
C -1.27 2.79 3.08
C 0.96 2.04 2.37
C 1.68 2.94 3.21
C 2.92 3.33 2.84
Br 3.97 4.48 3.94
C 3.45 2.94 1.56
C 2.86 1.94 0.89
N 1.77 1.19 1.51
H -4.26 1.56 2.04
H -2.71 0.25 0.65
H -0.85 3.55 3.72
H 1.24 3.33 4.12
H 4.28 3.48 1.12
H 3.24 1.57 -0.05
C -1.43 3.38 -2.48
P -1.88 1.71 -1.83
C -3.67 2.10 -1.51
C -2.14 0.76 -3.38
C -2.43 1.37 -4.60
C -2.69 0.61 -5.73
C -2.66 -0.78 -5.65
C -2.35 -1.39 -4.45
C -2.09 -0.64 -3.31
P -1.68 -1.43 -1.69
C -1.05 -3.07 -2.23
C -3.39 -1.96 -1.21
H -2.27 3.89 -2.93
H -0.61 3.28 -3.19
H -1.05 3.95 -1.63
H -4.14 2.54 -2.39
H -3.72 2.80 -0.68
H -4.22 1.20 -1.23
H -2.46 2.45 -4.67
H -2.92 1.10 -6.67
H -2.87 -1.37 -6.53
H -2.32 -2.48 -4.41
H -1.84 -3.71 -2.64
H -0.61 -3.55 -1.36
H -0.26 -2.94 -2.97
H -3.89 -2.44 -2.06
H -3.98 -1.10 -0.89
H -3.31 -2.67 -0.39
N 2.54 -0.24 -3.13
C 2.44 -1.39 -2.35
N 3.10 -2.50 -2.63
N 2.73 -3.36 -1.67
N 1.89 -2.80 -0.86
N 1.67 -1.52 -1.26
C 2.22 1.01 -2.63
N 2.81 2.13 -3.02
N 2.19 3.09 -2.32
N 1.30 2.59 -1.55
N 1.27 1.25 -1.72
H 3.31 -0.25 -3.77
O -0.78 -2.96 1.04
S -1.48 -1.93 1.85
C -2.93 -2.77 2.58
C -3.92 -2.03 3.21
C -4.96 -2.70 3.84
C -5.01 -4.09 3.83
C -4.03 -4.81 3.16
C -2.99 -4.15 2.54
C -0.65 -1.88 3.46
C -0.85 -0.80 4.31
C -0.31 -0.84 5.58
C 0.41 -1.95 6.00
C 0.62 -3.01 5.14
C 0.09 -2.98 3.86
H -3.87 -0.95 3.21
H -5.74 -2.13 4.34
H -5.81 -4.60 4.34
H -4.08 -5.89 3.14
H -2.21 -4.69 2.01
H -1.44 0.05 3.98
H -0.46 0.00 6.26
H 0.82 -1.98 7.01
H 1.17 -3.88 5.47
H 0.23 -3.80 3.16
C 5.11 0.21 3.63
C 4.01 -0.85 3.49
C 4.05 -1.75 4.72
O 2.76 -0.12 3.45
B 2.48 0.06 2.12
O 3.16 -0.80 1.31
C 4.04 -1.60 2.12
C 5.39 -1.62 1.42
C 3.45 -3.01 2.19
H 4.89 0.81 4.51
H 5.11 0.88 2.76
H 6.09 -0.24 3.74
H 4.00 -1.13 5.61
H 4.99 -2.30 4.72
H 3.22 -2.44 4.73
H 5.70 -0.61 1.16
H 5.30 -2.20 0.50
H 6.15 -2.08 2.05
H 2.52 -3.00 2.74
H 4.15 -3.70 2.66
H 3.24 -3.34 1.17
*
```


Below is a molecular structure, C40H45BClN8O6Ru in a non-equilibrium geometry, with properties calculated with wB97M-V/def2-TZVPD.

Properties
HOMO energy (spin up / spin down)	-5.2 / -5.2	eV
energy relative to the best compared isomer or geometry (same formula, charge and spin)	0.1761	eV

```
! RIJCOSX wB97M-V def2-TZVPD def2/J DEFGRID3
* xyz -1 1
Ru -0.09 1.11 0.71
C -0.90 4.63 0.17
C -0.06 4.21 1.31
C 0.72 5.05 2.11
C 1.30 4.22 3.05
C 2.30 4.55 4.11
N 0.85 2.98 2.83
N 0.03 2.95 1.76
B 1.13 1.68 3.59
N -0.19 0.89 3.66
N -0.90 0.54 2.55
C -1.92 -0.21 2.95
C -2.88 -0.86 2.03
C -1.91 -0.30 4.35
C -0.80 0.41 4.76
C -0.29 0.64 6.14
N 2.18 0.87 2.82
N 1.90 0.52 1.54
C 3.02 0.00 1.05
C 3.14 -0.53 -0.33
C 4.03 0.02 2.02
C 3.46 0.60 3.13
C 4.05 0.88 4.47
H -1.23 5.66 0.30
H -1.78 3.99 0.10
H -0.34 4.57 -0.76
H 0.86 6.11 1.99
H 2.34 5.63 4.25
H 3.29 4.21 3.80
H 2.06 4.07 5.06
H 1.53 1.90 4.69
H -2.58 -0.71 1.00
H -3.89 -0.49 2.19
H -2.88 -1.94 2.21
H -2.62 -0.82 4.97
H -0.97 0.17 6.85
H -0.23 1.71 6.37
H 0.70 0.23 6.28
H 2.42 -0.06 -1.00
H 2.98 -1.61 -0.34
H 4.14 -0.34 -0.73
H 5.05 -0.31 1.91
H 5.06 0.47 4.51
H 3.46 0.44 5.27
H 4.11 1.95 4.66
O -0.25 -1.88 1.35
C -0.11 -1.87 0.15
N 0.05 -2.99 -0.63
C 0.39 -2.65 -1.98
C 0.22 -1.10 -1.90
O 0.35 -0.41 -2.90
N -0.08 -0.72 -0.64
C -0.57 -3.26 -3.00
C -0.40 -2.98 -4.36
C -1.22 -3.57 -5.30
C -2.21 -4.47 -4.91
C -2.38 -4.75 -3.56
C -1.57 -4.13 -2.61
C 1.81 -3.06 -2.37
C 2.73 -2.20 -2.96
C 4.00 -2.65 -3.28
C 4.37 -3.97 -3.03
C 3.45 -4.83 -2.46
C 2.18 -4.38 -2.14
H 0.33 -3.85 -0.19
H 0.36 -2.27 -4.66
H -1.09 -3.34 -6.35
H -2.83 -4.95 -5.65
H -3.15 -5.44 -3.24
H -1.73 -4.32 -1.56
H 2.45 -1.18 -3.16
H 4.71 -1.97 -3.73
H 5.37 -4.31 -3.28
H 3.72 -5.86 -2.26
H 1.47 -5.08 -1.72
C -3.63 2.71 -1.21
C -2.48 1.68 -1.27
C -1.52 2.11 -2.37
C -1.77 1.55 0.10
C -3.17 0.34 -1.61
C -4.16 -0.17 -0.78
C -4.82 -1.35 -1.08
C -4.51 -2.04 -2.24
C -3.55 -1.53 -3.09
C -2.88 -0.36 -2.78
H -3.25 3.73 -1.09
H -4.32 2.51 -0.40
H -4.18 2.68 -2.15
H -1.11 3.09 -2.14
H -2.06 2.19 -3.32
H -0.69 1.43 -2.50
H -2.48 1.85 0.90
H -4.42 0.37 0.12
H -5.58 -1.72 -0.40
H -5.02 -2.96 -2.48
H -3.29 -2.06 -4.00
H -2.10 -0.01 -3.45
O 3.19 2.35 -1.80
Cl 2.23 2.96 -0.95
O 1.80 4.22 -1.49
O 2.74 3.13 0.38
O 1.04 2.07 -0.92
*
```


Below is a molecular structure, C40H45CoN9OS3, with properties calculated with wB97M-V/def2-TZVPD.

Properties
HOMO energy (spin up / spin down)	-12.6 / -12.6	eV
energy relative to the best compared isomer or geometry (same formula, charge and spin)	0.0555	eV

```
! RIJCOSX wB97M-V def2-TZVPD def2/J DEFGRID3
* xyz 2 2
Co 0.00 1.87 0.87
C -1.84 2.48 -1.46
C -1.19 1.32 -2.19
C -1.10 0.08 -1.35
C -1.53 -1.12 -1.90
C -1.53 -2.27 -1.13
C -1.10 -2.18 0.18
C -0.67 -0.96 0.65
N -0.65 0.17 -0.08
N -0.96 3.13 -0.47
C 0.11 3.90 -1.18
C 1.31 3.06 -1.50
C 2.13 3.32 -2.59
C 3.19 2.46 -2.84
C 3.38 1.36 -2.02
C 2.52 1.18 -0.95
N 1.52 2.03 -0.68
C -1.73 4.07 0.35
C -0.91 4.49 1.53
C -1.24 5.59 2.30
C -0.45 5.91 3.39
C 0.66 5.13 3.66
C 0.92 4.05 2.84
N 0.16 3.72 1.80
H -2.18 3.23 -2.18
H -2.73 2.13 -0.92
H -1.78 1.10 -3.07
H -0.20 1.60 -2.56
H -1.86 -1.15 -2.92
H -1.86 -3.22 -1.55
H -1.06 -3.04 0.83
H -0.32 -0.87 1.66
H -0.30 4.35 -2.09
H 0.43 4.72 -0.53
H 1.93 4.17 -3.23
H 3.84 2.64 -3.68
H 4.17 0.66 -2.20
H 2.62 0.34 -0.27
H -2.02 4.95 -0.23
H -2.65 3.58 0.69
H -2.11 6.18 2.04
H -0.70 6.76 4.01
H 1.32 5.35 4.48
H 1.78 3.42 3.03
S 2.48 0.02 4.27
C 3.42 1.00 3.24
C 2.66 1.47 2.22
N 1.34 1.08 2.25
C 1.13 0.30 3.29
H 4.46 1.19 3.43
H 3.00 2.13 1.44
H 0.17 -0.14 3.52
N -3.94 0.50 1.26
C -3.52 1.48 2.07
S -1.94 1.48 2.71
N -4.35 2.49 2.38
C -5.69 2.70 1.94
C -6.63 3.10 2.88
C -7.93 3.36 2.48
C -8.29 3.20 1.15
C -7.35 2.80 0.22
C -6.04 2.56 0.60
H -3.34 -0.30 1.15
H -4.93 0.39 1.06
H -4.01 3.08 3.12
H -6.34 3.20 3.92
H -8.66 3.67 3.21
H -9.31 3.40 0.84
H -7.62 2.70 -0.82
H -5.30 2.29 -0.14
C 6.19 -6.15 -2.06
C 5.19 -5.69 -1.00
C 4.69 -4.29 -1.29
N 3.90 -3.79 -0.17
C 2.93 -2.89 -0.17
S 2.42 -2.08 1.20
N 2.29 -2.58 -1.37
C 1.57 -3.39 -2.26
O 1.02 -2.85 -3.20
C 1.46 -4.85 -2.00
C 1.15 -5.34 -0.73
C 0.98 -6.71 -0.55
C 1.13 -7.57 -1.63
C 1.43 -7.08 -2.89
C 1.58 -5.72 -3.08
H 6.52 -7.16 -1.87
H 7.07 -5.50 -2.07
H 5.75 -6.12 -3.05
H 5.66 -5.73 -0.01
H 4.34 -6.37 -0.98
H 4.08 -4.30 -2.19
H 5.53 -3.60 -1.46
H 4.25 -4.02 0.76
H 1.94 -1.63 -1.40
H 1.04 -4.67 0.11
H 0.73 -7.09 0.42
H 1.00 -8.64 -1.48
H 1.53 -7.75 -3.72
H 1.78 -5.31 -4.06
*
```